Molecular formula: C4H13NO3
Method: DFT, ωB97M-V with the def2-TZVPD basis set

Cartesian coordinates (Å):
1 C -1.40626 -2.13034 -0.35754
2 N -0.57919 -1.10857 -0.97565
3 C -0.54397 0.10972 -0.15308
4 C -0.32501 -0.04677 1.31630
5 C -0.05972 1.35653 1.83100
6 O 0.94485 1.63619 2.43941
7 H -1.88876 -2.51471 -1.32832
8 H -2.25946 -1.74959 0.19736
9 H -0.92824 -2.94328 0.15178
10 H 0.32605 -1.40512 -1.26850
11 H -1.43101 0.76199 -0.37449
12 H 0.46775 0.55929 -0.55086
13 H -1.26978 -0.39349 1.85511
14 H 0.48309 -0.69688 1.58025
15 H -0.65779 2.35769 1.62361
16 H -0.21887 1.76664 -2.03657
17 H 1.07036 1.73531 -1.36071
18 O 0.54727 2.34223 -1.96635
19 H 3.00698 0.02962 -0.93420
20 H 2.40079 0.07562 0.62359
21 O 2.32093 0.25790 -0.31215

Cartesian forces, eV/Å:
-1.48 -0.84 -3.90
-1.19 1.37 1.86
2.43 0.47 -2.69
-2.64 1.11 1.32
0.56 2.17 0.31
0.47 -0.61 0.28
0.18 -0.59 1.75
0.31 0.35 0.23
0.43 -0.29 0.51
0.51 -0.28 0.19
0.77 -0.52 0.22
-2.84 -0.48 1.16
1.08 0.15 -0.66
0.53 -0.28 0.17
-0.15 -2.38 -0.26
-0.47 0.28 -0.45
-0.20 1.66 -1.08
0.96 -1.33 1.08
0.73 -0.36 0.73
0.98 -0.23 -0.05
-0.98 0.65 -0.72

As for the spin multiplicity: 1. The SMILES is CNCCC=O.O.O. The net charge is 0. Its lowest unoccupied orbital energy is 0.439 eV. The highest occupied orbital energy comes out at -8.86 eV. Its calculated total energy is -11989.1599 eV. For the frontier orbital gap, the calculation gives 9.3 eV. Its energy above the lowest of the compared OMol25 structures with the same formula, charge and spin is 76.4 kcal per mole.

Results of the natural (NBO) charge analysis, in e, for atoms 1 through 8: -0.44 -0.64 -0.25 -0.53 0.43 -0.55 0.20 0.20